Record 1
Molecular formula: C72H168O36
Method: DFT, ωB97M-V/def2-TZVPD

spin multiplicity: 1
frontier orbital gap: 9.461 eV
total charge: 0
LUMO: 0.5 eV
SMILES: COCCOCCOC.COCCOCCOC.COCCOCCOC.COCCOCCOC.COCCOCCOC.COCCOCCOC.COCCOCCOC.COCCOCCOC.COCCOCCOC.COCCOCCOC.COCCOCCOC.COCCOCCOC

Geometry as XYZ:
```
276
C72H168O36 | the OMol25 dataset | ωB97M-V/def2-TZVPD
C 36.49 -16.97 -23.62
O 35.79 -16.96 -22.36
C 34.65 -16.13 -22.35
C 33.84 -16.23 -21.00
O 32.89 -15.23 -21.04
C 31.72 -15.46 -20.27
C 30.85 -16.65 -20.51
O 30.53 -16.67 -21.89
C 29.43 -17.51 -22.07
H 36.93 -16.00 -23.80
H 35.83 -17.32 -24.42
H 37.27 -17.73 -23.57
H 33.95 -16.48 -23.10
H 34.88 -15.07 -22.50
H 34.52 -16.07 -20.16
H 33.37 -17.18 -20.75
H 31.20 -14.55 -20.55
H 31.94 -15.28 -19.22
H 29.99 -16.48 -19.87
H 31.25 -17.62 -20.20
H 28.56 -17.11 -21.55
H 29.77 -18.50 -21.78
H 29.14 -17.49 -23.12
C 30.84 -10.86 -23.09
O 31.97 -11.13 -22.26
C 32.49 -12.45 -22.39
C 32.83 -12.93 -23.82
O 31.83 -13.20 -24.78
C 30.99 -14.30 -24.52
C 29.55 -14.12 -25.11
O 29.51 -13.96 -26.56
C 29.73 -12.68 -27.01
H 31.15 -10.69 -24.12
H 30.34 -9.91 -22.91
H 30.09 -11.64 -22.94
H 31.84 -13.12 -21.82
H 33.47 -12.36 -21.91
H 33.50 -13.79 -23.77
H 33.39 -12.06 -24.17
H 30.91 -14.48 -23.45
H 31.46 -15.14 -25.04
H 29.09 -13.25 -24.64
H 28.86 -14.88 -24.75
H 30.55 -12.19 -26.49
H 28.79 -12.16 -26.85
H 29.99 -12.56 -28.06
C 34.30 -5.58 -29.80
O 33.21 -5.77 -28.89
C 32.19 -4.72 -29.15
C 30.96 -4.87 -28.26
O 31.20 -4.72 -26.84
C 31.63 -3.38 -26.49
C 31.84 -3.27 -24.96
O 30.58 -3.27 -24.24
C 29.79 -4.49 -24.33
H 34.78 -4.60 -29.81
H 34.12 -5.90 -30.83
H 35.07 -6.32 -29.61
H 31.83 -4.73 -30.18
H 32.65 -3.75 -28.98
H 30.64 -5.91 -28.26
H 30.16 -4.18 -28.55
H 30.93 -2.61 -26.82
H 32.62 -3.27 -26.92
H 32.25 -2.28 -24.77
H 32.58 -4.00 -24.61
H 28.98 -4.30 -23.64
H 30.34 -5.39 -24.08
H 29.43 -4.72 -25.33
C 27.49 -14.16 -21.87
O 27.02 -12.95 -22.49
C 27.33 -11.76 -21.77
C 26.97 -10.51 -22.52
O 27.07 -9.37 -21.60
C 26.70 -8.13 -21.95
C 27.56 -7.54 -23.05
O 27.75 -8.32 -24.25
C 28.80 -7.95 -25.10
H 28.54 -14.08 -21.61
H 27.48 -14.92 -22.66
H 26.86 -14.49 -21.05
H 28.36 -11.70 -21.41
H 26.73 -11.85 -20.86
H 25.97 -10.42 -22.94
H 27.62 -10.40 -23.39
H 26.68 -7.51 -21.05
H 25.68 -8.20 -22.33
H 28.58 -7.40 -22.70
H 27.16 -6.56 -23.32
H 29.79 -8.16 -24.70
H 28.64 -6.91 -25.39
H 28.56 -8.57 -25.96
C 25.89 -4.71 -25.47
O 25.36 -3.36 -25.67
C 26.24 -2.36 -25.26
C 27.28 -1.88 -26.30
O 26.52 -1.20 -27.29
C 27.27 -0.44 -28.25
C 26.23 0.22 -29.17
O 25.65 1.39 -28.53
C 24.84 1.06 -27.37
H 25.22 -5.46 -25.89
H 26.04 -4.93 -24.41
H 26.81 -4.85 -26.03
H 26.78 -2.70 -24.37
H 25.61 -1.50 -25.03
H 27.75 -2.68 -26.87
H 27.93 -1.13 -25.84
H 28.02 -0.96 -28.85
H 27.89 0.33 -27.81
H 25.42 -0.47 -29.42
H 26.79 0.60 -30.02
H 24.31 0.16 -27.67
H 24.16 1.91 -27.26
H 25.54 0.91 -26.54
C 22.14 -17.79 -21.91
O 22.29 -17.69 -20.50
C 22.62 -18.87 -19.70
C 22.96 -18.53 -18.23
O 24.11 -17.72 -18.01
C 24.22 -16.58 -18.84
C 25.35 -15.65 -18.33
O 24.92 -14.77 -17.34
C 24.50 -15.24 -16.07
H 21.91 -16.83 -22.37
H 21.44 -18.58 -22.18
H 23.08 -18.00 -22.43
H 23.43 -19.40 -20.21
H 21.68 -19.42 -19.63
H 23.07 -19.45 -17.65
H 22.05 -18.11 -17.79
H 23.32 -15.97 -18.74
H 24.57 -16.87 -19.83
H 25.77 -15.10 -19.18
H 26.15 -16.31 -17.99
H 24.29 -14.33 -15.51
H 25.21 -15.85 -15.51
H 23.57 -15.81 -16.13
C 27.10 -17.05 -25.94
O 26.27 -16.78 -24.85
C 25.34 -15.71 -25.16
C 24.52 -15.44 -23.87
O 23.72 -14.32 -24.21
C 22.69 -13.90 -23.28
C 23.06 -13.68 -21.78
O 23.81 -12.50 -21.53
C 23.91 -12.11 -20.16
H 27.92 -17.68 -25.58
H 27.61 -16.26 -26.48
H 26.60 -17.64 -26.71
H 24.67 -15.99 -25.98
H 25.86 -14.82 -25.52
H 25.23 -15.15 -23.09
H 23.93 -16.30 -23.58
H 21.88 -14.63 -23.32
H 22.29 -12.92 -23.54
H 23.73 -14.46 -21.42
H 22.10 -13.61 -21.26
H 23.08 -11.54 -19.74
H 24.80 -11.49 -20.24
H 24.25 -12.87 -19.45
C 26.54 -11.65 -17.52
O 27.16 -11.03 -16.41
C 26.43 -11.15 -15.19
C 25.16 -10.34 -14.99
O 24.15 -10.73 -15.92
C 23.06 -9.82 -16.07
C 22.06 -9.76 -14.83
O 21.23 -10.93 -14.67
C 21.98 -12.17 -14.68
H 25.96 -12.52 -17.23
H 27.26 -11.89 -18.29
H 25.82 -11.07 -18.10
H 27.16 -10.75 -14.49
H 26.27 -12.22 -15.08
H 25.39 -9.31 -15.25
H 24.81 -10.44 -13.97
H 22.59 -10.11 -17.01
H 23.44 -8.80 -16.18
H 21.53 -8.82 -14.92
H 22.58 -9.51 -13.90
H 22.79 -12.16 -13.94
H 22.35 -12.51 -15.64
H 21.35 -12.96 -14.26
C 27.85 -8.16 -17.87
O 28.21 -6.85 -18.33
C 29.33 -6.82 -19.27
C 29.59 -5.47 -20.01
O 28.44 -5.17 -20.84
C 27.44 -4.35 -20.24
C 26.26 -3.96 -21.07
O 25.43 -5.02 -21.54
C 24.19 -4.63 -22.11
H 26.83 -8.12 -17.48
H 28.51 -8.51 -17.07
H 27.96 -8.79 -18.75
H 29.15 -7.46 -20.13
H 30.28 -7.10 -18.81
H 30.39 -5.66 -20.73
H 29.93 -4.82 -19.21
H 28.00 -3.44 -20.02
H 27.07 -4.66 -19.26
H 26.44 -3.21 -21.84
H 25.62 -3.44 -20.37
H 23.54 -4.27 -21.31
H 23.70 -5.51 -22.55
H 24.24 -3.94 -22.95
C 23.05 -7.92 -20.21
O 21.91 -8.79 -20.27
C 21.77 -9.34 -21.63
C 21.42 -8.36 -22.76
O 22.59 -7.73 -23.24
C 22.42 -6.93 -24.40
C 22.28 -7.73 -25.70
O 23.48 -8.51 -26.03
C 24.03 -9.50 -25.13
H 22.93 -7.10 -20.92
H 24.02 -8.38 -20.39
H 23.27 -7.45 -19.26
H 20.98 -10.08 -21.48
H 22.64 -9.94 -21.90
H 20.54 -7.73 -22.60
H 21.05 -9.00 -23.57
H 23.35 -6.37 -24.46
H 21.65 -6.17 -24.31
H 22.06 -6.98 -26.46
H 21.45 -8.43 -25.62
H 24.97 -9.83 -25.56
H 23.41 -10.39 -25.07
H 24.30 -9.17 -24.12
C 22.66 -4.27 -28.57
O 23.89 -4.92 -28.73
C 25.01 -3.99 -29.00
C 26.39 -4.72 -29.36
O 26.35 -5.29 -30.69
C 25.68 -6.57 -30.85
C 26.68 -7.71 -30.37
O 27.06 -7.73 -29.00
C 26.03 -8.06 -28.08
H 21.93 -4.88 -28.04
H 22.22 -4.00 -29.53
H 22.70 -3.36 -27.97
H 25.14 -3.22 -28.24
H 24.73 -3.38 -29.87
H 26.67 -5.39 -28.55
H 27.20 -4.00 -29.38
H 25.43 -6.67 -31.90
H 24.72 -6.71 -30.35
H 27.60 -7.57 -30.94
H 26.19 -8.62 -30.70
H 25.02 -7.71 -28.30
H 26.32 -7.59 -27.14
H 25.95 -9.15 -28.01
C 31.31 -10.63 -12.60
O 32.66 -10.28 -12.24
C 33.29 -9.19 -12.98
C 33.73 -9.59 -14.37
O 32.58 -9.58 -15.29
C 32.89 -9.97 -16.65
C 31.63 -10.00 -17.48
O 31.76 -10.84 -18.67
C 30.51 -11.07 -19.27
H 31.07 -11.69 -12.49
H 31.04 -10.43 -13.64
H 30.63 -10.03 -12.00
H 34.11 -8.86 -12.34
H 32.59 -8.35 -12.97
H 34.08 -10.62 -14.26
H 34.60 -9.05 -14.74
H 33.44 -10.91 -16.62
H 33.58 -9.16 -16.93
H 31.38 -8.97 -17.74
H 30.92 -10.43 -16.77
H 29.76 -11.41 -18.57
H 30.63 -11.91 -19.95
H 30.35 -10.21 -19.93
```

Here are the Mulliken charges for atoms 1 to 8, given in e:
1. C -0.696
2. O -0.430
3. C -0.180
4. C -0.556
5. O -0.105
6. C 0.404
7. C -0.719
8. O -0.023



Record 2
Molecular formula: C6H18N2O
Method: DFT, ωB97M-V/def2-TZVPD

spin multiplicity: 1
frontier orbital gap: 7.380 eV
total charge: 0
LUMO: 0.8 eV

Geometry as XYZ:
```
27
C6H18N2O | the OMol25 dataset | ωB97M-V/def2-TZVPD
C -0.86 0.05 -1.74
C -0.52 0.90 0.65
C -1.97 1.33 0.81
C 0.40 2.08 0.38
N -1.09 1.25 -2.38
O 0.14 -0.65 -2.08
H 0.72 -1.38 -0.87
H -1.76 -0.39 -1.32
H -0.24 0.51 1.64
H -0.26 1.70 -2.74
H -1.81 1.85 -2.01
H -2.36 1.85 -0.07
H 0.16 2.58 -0.57
H -2.11 2.04 1.64
H -2.62 0.47 1.01
H 1.45 1.78 0.34
H 0.33 2.87 1.15
C 0.32 -2.71 0.74
C 2.34 -1.31 0.49
N 0.91 -1.48 0.20
H 0.26 -0.49 0.44
H 0.40 -2.71 1.83
H 2.49 -1.23 1.56
H -0.73 -2.75 0.45
H 0.83 -3.59 0.35
H 2.68 -0.41 -0.01
H 2.91 -2.16 0.11
```

Here are the natural (NBO) charges for atoms 1 to 8, given in e:
1. C 0.544
2. C -0.617
3. C -0.610
4. C -0.618
5. N -0.814
6. O -0.735
7. H 0.463
8. H 0.139



Q: Look up the frontier orbital gap of the first one.
A: 9.461 eV